# 1
{"formula": "C4H9N3", "method": "wB97M-V/def2-TZVPD", "de_lowest_kcal_mol": 100.5, "homo_energy_ha": [-0.731, -0.731], "total_energy_ev": -8741.3909, "homo_lumo_gap_ha": [0.3371, 0.3371], "charge": 2, "symbols": ["C", "C", "C", "C", "N", "N", "N", "H", "H", "H", "H", "H", "H", "H", "H", "H"], "xyz": [[0.0707, -0.2830, 2.1116], [1.2645, 1.4416, -0.2872], [0.9240, -0.5573, 1.1088], [-0.7020, -0.5048, -1.0822], [-1.4714, -0.7869, -0.1728], [-0.5542, -0.0808, -2.2720], [1.0327, 0.2694, 0.0411], [0.1362, -0.9394, 3.0532], [-0.3322, 0.7319, 2.3443], [0.7769, 1.9354, -1.1524], [1.9316, 2.0577, 0.2036], [1.1947, -1.6170, 0.9239], [-2.4125, -1.0535, -0.2390], [-1.0744, -0.7374, 0.9464], [-1.2114, -0.2504, -3.0270], [0.4268, 0.3744, -2.5002]]}


# 2
{"formula": "C5H10O", "method": "wB97M-V/def2-TZVPD", "smiles": "C=C(C)C.C=O", "de_lowest_kcal_mol": 33.3, "homo_energy_ha": -0.348, "total_energy_ev": -7393.3192, "homo_lumo_gap_ha": 0.3835, "symbols": ["C", "C", "C", "C", "H", "H", "H", "H", "H", "H", "H", "H", "C", "O", "H", "H"], "xyz": [[-0.6200, 0.2241, 1.2385], [-0.7591, 0.1149, -0.0840], [-0.5948, 1.2891, -1.0100], [-1.0459, -1.1988, -0.7576], [-0.4039, 1.1800, 1.7114], [-0.7317, -0.6366, 1.8945], [-0.3939, 2.2165, -0.4649], [-1.4973, 1.4348, -1.6169], [0.2352, 1.1041, -1.7048], [-1.9558, -1.1332, -1.3676], [-1.1743, -2.0091, -0.0339], [-0.2197, -1.4623, -1.4310], [2.3109, -0.3104, 0.3745], [2.3727, -0.7254, -0.7561], [2.4188, 0.7656, 0.6153], [2.1608, -0.9781, 1.2448]]}